Record 1
{"formula": "C36H51N3O12", "method": "ωB97M-V/def2-TZVPD", "symbols": ["C", "C", "C", "N", "C", "H", "H", "H", "H", "H", "C", "C", "C", "N", "C", "H", "H", "H", "H", "H", "C", "C", "C", "N", "C", "H", "H", "H", "H", "H", "O", "C", "C", "C", "C", "O", "H", "H", "H", "H", "H", "H", "O", "C", "C", "C", "C", "O", "H", "H", "H", "H", "H", "H", "O", "C", "C", "C", "C", "O", "H", "H", "H", "H", "H", "H", "O", "C", "C", "C", "C", "O", "H", "H", "H", "H", "H", "H", "O", "C", "C", "C", "C", "O", "H", "H", "H", "H", "H", "H", "O", "C", "C", "C", "C", "O", "H", "H", "H", "H", "H", "H"], "xyz": [[15.907, -9.059, -15.877], [14.554, -8.821, -16.233], [14.636, -8.371, -17.551], [15.938, -8.358, -17.936], [16.736, -8.702, -16.909], [16.217, -9.356, -14.886], [13.739, -8.931, -15.538], [13.867, -8.166, -18.280], [16.246, -7.974, -18.815], [17.807, -8.677, -17.013], [19.638, -10.484, -8.403], [19.453, -11.820, -8.802], [18.365, -11.878, -9.674], [17.986, -10.593, -9.846], [18.725, -9.709, -9.110], [20.339, -10.129, -7.663], [19.917, -12.724, -8.438], [17.819, -12.620, -10.232], [17.097, -10.301, -10.237], [18.466, -8.664, -9.148], [19.815, -9.316, -14.965], [20.489, -8.522, -14.003], [19.715, -8.603, -12.861], [18.740, -9.494, -13.053], [18.775, -9.980, -14.325], [20.051, -9.439, -16.011], [21.362, -7.901, -14.128], [19.862, -8.166, -11.885], [18.089, -9.809, -12.351], [18.017, -10.662, -14.673], [16.218, -9.187, -11.483], [15.545, -8.188, -11.502], [14.307, -7.889, -12.343], [14.346, -6.375, -12.514], [15.160, -5.913, -11.265], [15.957, -7.070, -10.882], [14.343, -8.377, -13.315], [13.395, -8.152, -11.806], [14.899, -6.082, -13.405], [13.371, -5.897, -12.459], [15.811, -5.067, -11.468], [14.505, -5.648, -10.435], [16.809, -12.433, -13.765], [15.781, -12.320, -13.127], [14.362, -11.991, -13.591], [13.557, -12.164, -12.323], [14.560, -12.205, -11.180], [15.804, -12.528, -11.815], [14.260, -10.964, -13.938], [14.093, -12.700, -14.371], [12.843, -11.350, -12.206], [13.062, -13.130, -12.420], [14.649, -11.223, -10.717], [14.217, -12.996, -10.518], [20.598, -15.143, -18.265], [19.949, -14.375, -17.599], [19.011, -13.293, -18.149], [18.931, -12.391, -16.944], [19.164, -13.310, -15.726], [20.004, -14.346, -16.249], [19.534, -12.836, -18.984], [18.006, -13.694, -18.266], [19.641, -11.563, -16.914], [17.982, -11.850, -16.951], [19.797, -12.740, -15.048], [18.262, -13.675, -15.242], [25.975, -9.613, -9.414], [24.908, -9.198, -9.768], [24.458, -8.959, -11.178], [22.969, -8.840, -11.064], [22.769, -8.380, -9.594], [23.913, -8.851, -8.923], [24.906, -8.047, -11.575], [24.772, -9.815, -11.773], [22.507, -8.130, -11.746], [22.557, -9.843, -11.179], [22.676, -7.307, -9.409], [21.870, -8.788, -9.131], [25.106, -3.549, -14.846], [24.962, -4.744, -14.929], [23.660, -5.531, -14.953], [24.124, -6.978, -14.683], [25.574, -6.946, -15.087], [26.005, -5.590, -14.962], [23.032, -5.147, -14.151], [23.119, -5.484, -15.897], [23.989, -7.208, -13.626], [23.538, -7.699, -15.252], [26.202, -7.582, -14.465], [25.670, -7.283, -16.121], [18.574, -4.834, -19.060], [19.317, -5.791, -19.005], [20.826, -5.844, -18.778], [21.020, -7.258, -18.261], [19.883, -7.978, -18.971], [18.847, -7.034, -19.105], [21.391, -5.604, -19.678], [21.095, -5.142, -17.990], [22.029, -7.662, -18.309], [20.793, -7.138, -17.197], [20.253, -8.222, -19.972], [19.640, -8.945, -18.531]], "smiles": "c1cc[nH]c1.c1cc[nH]c1.c1cc[nH]c1.O=C1CCCO1.O=C1CCCO1.O=C1CCCO1.O=C1CCCO1.O=C1CCCO1.O=C1CCCO1", "orbital_gap_ev": 8.2, "de_lowest_kj_mol": 0.0, "molar_mass_da": 717.81, "max_force_ev_per_a": 2.52, "e_homo_ev": -8.1502, "total_energy_ha": -2469.5295, "charge": 0}

Record 2
{"formula": "C29H37CuFN7OPSi", "method": "ωB97M-V/def2-TZVPD", "symbols": ["Cu", "C", "C", "N", "N", "C", "O", "C", "C", "C", "C", "C", "C", "C", "C", "C", "C", "C", "N", "H", "H", "H", "H", "H", "H", "H", "H", "H", "H", "H", "H", "C", "Si", "C", "C", "N", "C", "C", "C", "C", "C", "C", "F", "H", "H", "H", "H", "H", "H", "H", "H", "H", "H", "H", "H", "H", "C", "N", "C", "N", "C", "N", "C", "P", "C", "C", "H", "H", "H", "H", "H", "H", "H", "H", "H", "H", "H", "H"], "xyz": [[-0.448, 0.508, 0.489], [1.370, 1.752, 4.300], [0.668, 1.682, 2.983], [0.411, 0.601, 2.353], [0.703, -0.616, 2.930], [-0.081, -1.520, 2.383], [-0.952, -1.288, 1.479], [0.092, -2.928, 2.834], [1.179, -3.297, 3.619], [1.341, -4.617, 4.003], [0.417, -5.576, 3.612], [-0.671, -5.211, 2.831], [-0.831, -3.892, 2.441], [0.163, 2.924, 2.348], [0.547, 4.174, 2.819], [-0.020, 5.305, 2.255], [-0.959, 5.144, 1.252], [-1.270, 3.857, 0.836], [-0.725, 2.768, 1.357], [1.534, 0.751, 4.683], [0.791, 2.331, 5.020], [2.335, 2.246, 4.176], [1.892, -2.540, 3.915], [2.191, -4.901, 4.609], [0.547, -6.606, 3.914], [-1.393, -5.957, 2.528], [-1.672, -3.591, 1.833], [1.279, 4.257, 3.608], [0.266, 6.290, 2.597], [-1.443, 5.990, 0.788], [-1.985, 3.696, 0.041], [3.362, 1.287, 0.982], [2.516, 0.499, -0.506], [2.375, -1.347, -0.195], [3.728, 0.636, -1.942], [0.934, 1.156, -0.802], [0.687, 2.242, -1.587], [1.693, 3.040, -2.169], [1.430, 4.135, -2.971], [0.129, 4.532, -3.242], [-0.900, 3.797, -2.672], [-0.604, 2.710, -1.882], [-1.691, 2.050, -1.346], [4.444, 1.170, 0.904], [3.049, 0.827, 1.915], [3.145, 2.356, 1.031], [3.209, -1.683, 0.420], [2.428, -1.884, -1.142], [1.465, -1.651, 0.305], [4.492, -0.123, -1.758], [4.238, 1.593, -2.010], [3.274, 0.420, -2.908], [2.725, 2.797, -1.968], [2.265, 4.689, -3.379], [-0.083, 5.385, -3.869], [-1.941, 4.044, -2.828], [-3.842, -1.878, -3.029], [-2.625, -1.360, -3.648], [-1.674, -2.460, -3.781], [-1.385, -3.153, -2.532], [-2.641, -3.610, -1.948], [-3.630, -2.553, -1.752], [-3.202, -1.609, -0.719], [-1.616, -0.784, -1.161], [-2.063, -0.257, -2.868], [-0.654, -2.290, -1.605], [-4.286, -2.601, -3.719], [-4.548, -1.056, -2.886], [-0.741, -2.078, -4.202], [-2.099, -3.187, -4.479], [-2.433, -4.088, -0.988], [-3.076, -4.354, -2.621], [-3.066, -2.125, 0.234], [-3.977, -0.851, -0.575], [-1.173, 0.137, -3.368], [-2.787, 0.558, -2.818], [-0.418, -2.839, -0.691], [0.289, -1.979, -2.060]], "orbital_gap_ev": [7.1, 6.5], "de_lowest_kj_mol": 2.3, "molar_mass_da": 641.27, "max_force_ev_per_a": 0.85, "e_homo_ev": [-7.1652, -7.0896], "spin_multiplicity": 2, "total_energy_ha": -3957.0411, "charge": 0, "s2": 0.7538}